A 6-piece molecular cluster, C23H45FO11S3 overall in a non-equilibrium geometry, computed with ωB97M-V/def2-TZVPD.

## Properties
**Highest occupied orbital energy (alpha / beta)**: -0.4208 / -0.4208 Eh
**E_LUMO (alpha / beta)**: -5.03 / -9.41 eV
**Molar mass**: 612.80 g mol⁻¹
**Strongest force on any atom**: 5.2 eV Å⁻¹
**Gap between HOMO and LUMO (alpha / beta)**: 6.42 / 2.04 eV
**DFT total energy**: -3024.88223 hartree

The geometry in ORCA input format:
```
! wB97M-V def2-TZVPD RIJCOSX def2/J DEFGRID3
* xyz 1 2
C -12.980 -42.223 28.895
C -13.205 -41.044 29.862
C -14.734 -41.192 30.136
O -15.023 -42.539 29.894
C -13.945 -43.247 29.439
H -12.045 -42.779 28.831
H -13.184 -41.991 27.850
H -13.139 -40.056 29.406
H -12.594 -41.115 30.762
H -15.258 -40.569 29.412
H -15.017 -40.949 31.160
H -14.215 -43.999 28.698
H -13.416 -43.811 30.207
C -13.126 -38.094 25.638
C -13.236 -38.403 24.201
C -12.886 -39.873 24.150
O -11.969 -40.060 25.133
C -12.458 -39.303 26.231
H -14.153 -38.043 26.000
H -12.523 -37.189 25.709
H -12.441 -37.899 23.651
H -14.199 -38.219 23.725
H -12.434 -40.199 23.214
H -13.704 -40.531 24.445
H -11.581 -39.153 26.861
H -13.142 -39.853 26.877
O -16.918 -34.822 29.109
S -17.544 -34.623 27.824
O -18.941 -34.977 27.695
O -17.349 -33.076 27.336
C -16.153 -32.315 27.686
C -16.180 -31.881 29.172
C -16.481 -35.484 26.450
H -16.151 -31.374 27.135
H -15.199 -32.765 27.410
H -15.428 -31.119 29.377
H -15.837 -32.724 29.773
H -17.180 -31.724 29.575
H -15.465 -35.089 26.438
H -17.031 -35.346 25.519
H -16.537 -36.541 26.712
O -12.204 -44.329 23.056
S -11.097 -43.833 23.876
O -9.834 -44.565 24.089
O -10.556 -42.366 23.230
C -9.304 -41.882 23.403
C -9.348 -40.389 23.022
C -11.623 -43.251 25.596
H -8.625 -42.506 22.822
H -9.042 -41.780 24.456
H -8.416 -39.884 23.275
H -10.146 -39.848 23.529
H -9.476 -40.294 21.944
H -10.805 -42.710 26.072
H -11.648 -44.209 26.115
H -12.553 -42.703 25.444
O -18.641 -43.076 20.243
S -17.388 -43.607 20.820
O -16.834 -44.873 20.233
O -16.280 -42.463 20.554
C -14.925 -42.747 20.863
C -14.529 -41.299 21.273
C -17.409 -43.619 22.581
H -14.340 -43.176 20.050
H -14.787 -43.441 21.693
H -15.195 -40.806 21.982
H -14.528 -40.721 20.349
H -13.522 -41.390 21.678
H -17.543 -42.567 22.831
H -16.479 -44.071 22.928
H -18.267 -44.230 22.861
F -7.843 -37.826 24.183
C -8.403 -36.739 24.775
C -7.589 -35.637 24.894
C -8.105 -34.510 25.517
C -9.417 -34.580 26.122
C -10.215 -35.661 25.843
C -9.720 -36.726 25.040
H -6.542 -35.664 24.629
H -7.393 -33.711 25.663
H -9.845 -33.662 26.497
H -11.259 -35.678 26.119
H -10.342 -37.593 24.871
*
```